Record 1
56
Properties=species:S:1:pos:R:3:forces:R:3 method="wB97M-V/def2-TZVPD" total_charge=-1 homo_ev=-7.00 homo_lumo_gap_ev=9.26
B -24.1686 9.0461 -7.8528 -2.69 -0.43 0.35
F -23.5488 10.0750 -8.4629 1.22 1.04 -0.24
F -25.4517 8.8634 -8.4193 -0.30 -0.32 -0.64
F -23.4318 7.9116 -7.9214 0.93 -2.16 -0.86
F -24.4222 9.2182 -6.5182 0.18 1.00 1.75
O -24.7903 12.0504 -9.4863 0.36 0.78 0.22
H -24.7793 11.3205 -8.8672 -0.07 -0.05 -0.23
H -25.5953 11.9265 -9.9891 -0.45 -0.20 -0.36
C -27.6632 10.2277 -11.2229 0.92 0.33 -0.24
O -26.9050 11.1159 -11.0281 2.27 4.42 0.08
N -28.4027 10.0987 -12.2636 -2.12 1.51 -4.78
N -27.7899 9.2838 -10.4213 -0.18 -6.50 5.78
H -28.3838 11.0199 -12.6773 -0.86 -0.54 -1.24
H -29.0350 9.3336 -12.4503 0.03 0.74 0.04
H -28.0966 8.3762 -10.7412 -0.20 0.22 0.38
H -27.1854 9.2652 -9.6125 0.05 -0.12 -0.06
C -24.1525 12.9716 -5.7671 -1.57 3.49 2.38
O -24.5268 14.1251 -5.4270 0.72 -1.86 -1.07
N -24.5104 11.8669 -5.1746 -2.40 -2.62 2.65
N -23.2475 12.6191 -6.6381 3.22 1.24 -3.24
H -25.3441 11.8443 -4.6049 0.35 -0.09 -0.06
H -23.9601 11.0323 -5.3187 -0.64 0.02 0.13
H -23.4412 11.7932 -7.1863 0.17 0.44 -0.25
H -22.8115 13.4111 -7.0883 -0.04 -0.36 -0.51
C -20.9934 9.9027 -11.7016 -2.11 -2.03 -0.08
O -20.7754 8.7740 -12.0938 1.53 -0.90 -0.43
N -21.7986 10.7204 -12.3147 -1.95 3.49 -2.76
N -20.8140 10.3343 -10.4743 2.76 -0.50 3.73
H -22.1452 10.6070 -13.2566 0.33 -0.18 0.35
H -21.8764 11.6262 -11.8749 -0.47 -0.04 -0.63
H -20.3545 9.6295 -9.9155 -0.08 0.39 0.42
H -21.2184 11.1156 -9.9782 -0.12 -0.28 -0.52
C -20.4099 9.3069 -6.8722 2.02 2.09 3.25
O -19.3843 9.3160 -6.2459 3.70 -1.05 0.84
N -21.1782 10.3394 -6.6726 -4.92 3.39 -0.36
N -20.8109 8.3941 -7.6678 -0.87 -3.01 -2.93
H -21.0871 11.0944 -6.0080 0.97 -0.70 0.10
H -22.1497 10.2866 -6.9437 0.30 -0.04 -0.36
H -21.7984 8.3450 -7.8740 0.46 -0.57 -0.53
H -20.1096 7.7105 -7.9148 -0.61 -0.17 0.06
C -23.8958 4.1874 -7.5074 -1.11 -2.09 -1.09
O -23.7893 2.9741 -7.3787 0.04 -0.17 0.91
N -25.0236 4.8682 -7.4335 -3.65 -0.78 1.64
N -23.0411 4.9829 -8.0397 4.98 1.90 -1.11
H -25.7414 4.2080 -7.1707 -0.83 1.06 0.02
H -25.0765 5.8740 -7.5081 -0.49 -0.45 0.13
H -23.3020 5.9586 -8.0347 1.01 0.00 -0.20
H -22.0836 4.6786 -7.9367 0.09 0.57 -0.34
C -28.6103 7.0187 -6.6626 -0.37 2.03 -3.23
O -29.1888 7.5692 -7.5766 -1.02 0.75 -1.17
N -29.1396 6.1301 -5.9236 -3.37 -4.44 3.37
N -27.3755 7.2422 -6.3784 5.24 1.20 0.85
H -28.6173 5.6703 -5.1916 -0.40 0.00 -0.24
H -30.0198 5.7464 -6.2370 0.19 0.07 0.36
H -26.8494 6.6020 -5.8010 -0.07 0.29 -0.09
H -26.8255 7.8273 -6.9909 -0.08 0.20 0.06

=====

Record 2
39
Properties=species:S:1:pos:R:3:forces:R:3 method="wB97M-V/def2-TZVPD" total_charge=0 homo_ev=-9.10 smiles=CCCNCCNC.O.O.O.O.O homo_lumo_gap_ev=9.51
C 1.2574 2.3225 -0.4900 -1.51 1.77 1.57
C 0.3973 2.0794 -1.7092 -1.43 0.21 -0.21
C -1.1064 1.8627 -1.3941 1.10 -0.97 1.40
N -1.3778 0.6580 -0.5366 0.25 0.02 -0.38
C -1.6709 -0.5771 -1.3309 1.78 -0.08 0.54
C -0.3901 -1.1647 -1.9519 -0.73 -0.79 -2.00
N 0.5939 -1.6307 -0.9837 -1.03 -0.82 -0.35
C 0.2851 -3.0570 -0.6975 1.73 -0.69 1.82
H 0.7748 2.9560 0.3033 -0.66 -0.12 -0.87
H 1.3874 1.4745 0.1672 1.14 -0.63 -0.42
H 2.0437 3.0365 -0.6877 1.16 -0.84 -0.20
H 0.7175 1.1974 -2.2424 0.49 0.03 -0.43
H 0.3649 2.9565 -2.3771 0.56 -0.34 0.09
H -1.6679 1.6475 -2.2789 -0.42 0.73 -0.71
H -1.3562 2.7816 -0.8536 -0.81 -0.23 -0.22
H -0.4795 0.4622 -0.0738 -0.55 -0.24 0.06
H -2.4229 -0.4867 -2.1129 -0.13 0.58 0.18
H -2.0007 -1.3540 -0.6427 -0.35 0.10 0.21
H 0.0548 -0.5608 -2.7351 0.26 0.94 0.41
H -0.7165 -1.9777 -2.6795 0.09 0.18 1.11
H 1.5268 -1.5093 -1.3645 -0.13 -0.27 0.08
H -0.4501 -3.5206 -1.3170 -0.43 0.06 -0.97
H -0.0902 -3.2685 0.3205 0.10 0.76 -0.15
H 1.1977 -3.6980 -0.7370 -0.43 0.57 -0.25
O -0.4352 1.1105 3.8652 -0.91 0.53 0.50
H -0.3231 1.7729 3.1733 0.36 -0.39 0.05
H -0.0419 0.2796 3.5731 0.28 0.15 -0.52
O 3.5441 0.1500 -1.4220 0.02 -0.26 -0.20
H 3.5750 0.1083 -0.4605 -0.16 0.17 -0.06
H 2.8102 0.7326 -1.6477 0.11 0.04 0.26
O -0.7545 -1.5743 2.5068 0.22 -0.58 0.13
H -1.3030 -0.8179 2.2476 -0.40 -0.43 0.07
H -1.2382 -1.9939 3.2256 -0.15 0.05 -0.16
O -2.8528 0.1609 2.0665 0.74 0.31 -0.52
H -2.2765 0.6717 2.6603 -0.37 0.11 0.16
H -2.4602 0.3386 1.1754 -0.48 0.20 0.25
O 1.4181 -0.1742 2.4162 1.23 -0.39 -0.26
H 2.0800 -0.3787 3.0897 -0.01 0.38 0.06
H 1.3856 -1.0154 1.9357 -0.56 0.21 -0.09

=====

Record 3
42
Properties=species:S:1:pos:R:3:forces:R:3 method="wB97M-V/def2-TZVPD" total_charge=0 homo_ev=-8.22 smiles="C/C=C(N)/C=C/C.O.O.O.O.O.O.O.O" homo_lumo_gap_ev=8.42
C 1.7581 3.5661 0.2374 0.58 1.44 -1.49
C 0.6623 2.7880 -0.4720 2.95 -0.52 0.44
C 0.7362 1.4242 -0.4110 -2.42 0.92 0.89
N 1.5028 0.7455 0.5062 0.01 0.29 -0.10
C -0.4942 0.7628 -0.9218 0.76 -0.79 0.64
C -1.0586 -0.3023 -0.3318 -0.88 0.93 -0.17
C -2.3506 -0.9108 -0.8280 -0.35 -0.55 0.97
H 2.1879 4.3570 -0.4126 -0.99 0.23 -0.05
H 2.7315 3.0700 0.2647 -0.34 -0.76 1.05
H 1.4560 4.1111 1.1384 0.26 -0.58 0.17
H 0.1473 3.3267 -1.2369 -0.72 -0.13 -0.28
H 1.6904 -0.2427 0.4288 -0.18 -0.06 -0.30
H 2.2645 1.2703 0.8877 0.20 0.03 0.16
H -1.0091 1.3292 -1.6838 0.01 -0.33 -0.72
H -0.7721 -0.5171 0.6973 0.63 -0.66 -0.53
H -2.2747 -1.4165 -1.7890 0.12 0.15 -0.11
H -3.1648 -0.1922 -0.8541 0.00 0.40 -0.36
H -2.7478 -1.6595 -0.1211 0.45 0.09 -0.22
O -2.1308 1.2053 2.1665 0.23 -0.18 0.31
H -2.4890 1.9155 1.6118 0.24 0.15 0.01
H -1.1953 1.3994 2.3250 -0.30 0.18 -0.22
O -2.8052 -1.3905 2.6920 0.41 0.26 -0.64
H -2.4644 -0.6343 2.1638 -0.57 -0.06 0.22
H -2.5986 -1.0874 3.5737 -0.33 0.20 0.67
O 0.4753 -0.2951 -3.5854 -0.72 -0.56 -0.46
H 0.4980 0.2988 -2.8319 -0.15 0.01 0.22
H -0.3521 -0.8069 -3.4763 0.68 0.52 0.01
O 2.9555 -1.3955 -3.1494 1.29 -0.31 0.58
H 2.8005 -0.4540 -3.1492 -0.24 0.32 -0.35
H 2.1873 -1.7891 -3.5459 -0.68 0.10 -0.30
O -2.5513 2.9858 0.0201 0.25 0.58 -0.37
H -2.1397 3.8304 -0.2622 -0.36 -0.82 0.36
H -1.9675 2.2956 -0.3347 -0.06 0.27 0.12
O 2.2319 -1.8529 -0.5236 0.99 0.72 -2.40
H 2.4601 -2.7846 -0.4967 0.37 -0.30 -0.08
H 2.6438 -1.5618 -1.3752 -0.49 -0.13 0.29
O -0.5831 -2.8560 2.8698 -0.64 0.49 0.03
H -1.3770 -2.2470 2.8154 0.69 -0.90 -0.16
H -0.8736 -3.6594 2.4289 -0.08 -0.11 0.07
O 1.8065 -2.9156 1.5379 -1.21 -0.30 0.92
H 1.6335 -2.4443 0.7166 -0.19 0.06 0.96
H 0.9350 -2.8096 1.9874 0.77 -0.28 0.24